90
Properties=species:S:1:pos:R:3:forces:R:3 method="wB97M-V/def2-TZVPD" max_force_ev_per_a=3.4 relative_energy_kj_mol=207.0 total_charge=+1 homo_ev=-12.2932
C -5.114807 2.166628 1.406185 -0.002 -0.798 -1.094
C -4.715496 1.650644 0.365919 -1.181 -1.000 1.062
N -4.498933 0.669650 -0.690400 -0.508 2.397 1.410
C -3.221719 -0.097311 -0.613363 1.402 -0.905 0.405
C -2.280140 0.040331 -1.888752 0.530 0.177 -0.367
C -1.510107 -1.288345 -2.287699 1.222 -0.979 -0.766
F -0.209772 -1.361820 -1.720326 -2.705 0.280 -0.855
F -2.158400 -2.470570 -1.930534 0.948 2.175 -0.455
F -1.295860 -1.364662 -3.681406 -0.611 0.331 2.737
C -5.444832 0.524696 -1.603363 -1.319 -1.348 -2.415
N -5.285488 -0.419434 -2.672873 -0.131 1.148 2.730
C -5.623963 -1.827876 -2.273158 -0.164 -0.971 -1.109
C -5.107172 -2.836765 -3.407917 -0.439 -0.701 0.931
C -4.593665 -4.231989 -2.747627 -0.173 0.759 -1.234
N -6.672162 1.299273 -1.564439 3.063 -0.135 0.612
O -7.715950 0.542056 -2.079722 -0.936 -0.762 -0.744
B -6.611284 2.550480 -2.417697 -0.916 3.239 -0.309
O -5.993221 2.636001 -3.689572 -0.043 -0.730 2.046
O -7.278443 3.696122 -1.894859 1.981 -1.881 -0.215
H -5.601034 2.545194 2.354090 1.186 -0.364 -1.683
H -2.623015 0.299545 0.273909 -1.208 -0.347 -1.163
H -3.490447 -1.165299 -0.337942 0.378 1.238 -0.644
H -2.820377 0.399766 -2.825630 0.567 -0.700 1.361
H -1.480995 0.820602 -1.644128 -1.082 -1.198 -0.501
H -5.772778 -0.118147 -3.524253 -0.134 -0.092 0.657
H -6.754825 -1.895715 -2.224996 1.312 -0.030 0.158
H -5.216716 -2.070918 -1.247034 -0.226 0.382 -1.255
H -4.297838 -2.403117 -4.065991 -0.888 -0.223 0.962
H -5.996270 -3.074883 -4.067127 1.071 0.399 0.649
H -5.200227 -5.049256 -3.262122 1.128 0.814 1.000
H -3.487988 -4.304856 -3.007274 -1.532 -0.327 0.565
H -4.743223 -4.250934 -1.627174 0.164 -0.081 -1.329
H -8.394764 0.399398 -1.387493 0.717 0.401 -0.065
H -5.057736 2.913874 -3.622718 -0.698 0.036 -0.325
H -7.070869 3.791681 -0.937917 -0.749 -0.243 -0.718
C 3.257637 -0.726553 -1.026323 -0.190 -0.159 -0.649
C 3.355178 -2.233172 -0.875591 -0.545 0.230 0.264
O 4.747089 -2.493415 -0.664830 0.545 0.888 0.129
S 5.400361 -1.247124 0.134384 -0.573 -0.341 -0.500
O 5.446563 -1.575025 1.523109 0.222 0.267 -0.513
O 6.541787 -0.796536 -0.589444 -0.218 -0.244 0.572
O 4.194197 -0.192933 -0.090906 0.457 -0.423 0.469
H 3.558441 -0.409197 -2.028609 -0.045 -0.037 0.016
H 2.254780 -0.355540 -0.815398 0.175 0.068 0.182
H 2.992782 -2.761336 -1.750708 0.355 0.062 0.110
H 2.810102 -2.577484 0.007588 -0.044 0.002 -0.091
C 2.774642 3.409172 -0.197770 0.590 0.302 -0.495
C 2.112975 4.774912 -0.202586 0.426 0.109 0.649
O 0.809235 4.550189 -0.750975 -0.409 -1.022 -0.236
S 0.305985 3.074307 -0.334712 1.488 0.687 0.117
O -0.539029 3.197841 0.811621 -0.012 -0.518 -0.931
O -0.084163 2.373369 -1.518319 -0.329 0.319 0.619
O 1.733694 2.491735 0.154065 -1.112 0.299 0.038
H 3.141502 3.142159 -1.192078 0.007 0.038 0.056
H 3.594203 3.349519 0.517951 -0.226 -0.178 0.079
H 2.662056 5.501381 -0.799524 -0.272 -0.076 -0.133
H 1.990493 5.158801 0.813789 0.072 0.001 -0.055
C 7.252118 -0.017160 3.579856 -0.178 -0.186 -0.617
C 8.462940 0.643184 2.945842 0.415 -0.473 0.354
O 8.172640 2.042492 2.969300 -0.784 0.159 0.302
S 7.278186 2.375782 4.276866 0.285 -0.523 -0.068
O 8.142812 2.857114 5.301858 -0.616 0.027 -0.314
O 6.112804 3.083285 3.854992 0.502 -0.015 0.186
O 6.858021 0.857284 4.641620 0.494 0.744 0.008
H 6.425453 -0.086377 2.872547 0.118 -0.052 0.085
H 7.479578 -1.009446 3.968406 -0.072 0.175 0.178
H 8.636109 0.302308 1.925717 -0.118 0.267 -0.006
H 9.363747 0.474540 3.542699 -0.032 -0.041 -0.048
C 3.540447 -7.217545 -1.933171 0.680 0.125 0.063
C 3.399741 -7.128271 -0.424195 -0.053 -0.725 0.019
O 2.650855 -5.931901 -0.195250 -0.217 0.510 -0.764
S 1.624133 -5.707493 -1.424611 0.366 -0.800 0.127
O 0.346197 -6.206465 -1.040336 0.336 0.541 -0.359
O 1.815188 -4.386921 -1.932955 -0.565 -0.641 0.216
O 2.289803 -6.759986 -2.454564 -0.499 0.354 0.638
H 4.325992 -6.550109 -2.297275 -0.004 -0.059 0.033
H 3.744690 -8.233603 -2.269291 -0.257 0.096 -0.073
H 4.363190 -7.082538 0.081524 -0.142 0.268 0.015
H 2.822441 -7.968992 -0.030018 0.075 0.007 -0.030
C -0.310751 4.857733 4.214320 0.383 -0.430 -0.080
C -1.337141 4.034250 3.456222 -0.006 0.394 -0.283
O -2.190347 3.489087 4.464903 0.232 0.234 0.663
S -2.290198 4.536849 5.696778 0.216 0.093 -0.111
O -3.484947 5.299759 5.538685 0.436 -0.297 0.268
O -1.969197 3.847642 6.899743 -0.395 0.238 -0.453
O -1.035311 5.471554 5.281934 -0.718 -0.282 -0.120
H 0.463714 4.220758 4.650127 -0.013 0.016 -0.062
H 0.156009 5.615623 3.585341 -0.167 0.118 0.197
H -0.882646 3.242328 2.869740 -0.188 -0.061 0.343
H -1.946255 4.666133 2.803296 0.101 -0.014 -0.044

79
Properties=species:S:1:pos:R:3:forces:R:3 method="wB97M-V/def2-TZVPD" max_force_ev_per_a=2.6 relative_energy_kj_mol=61.3 homo_ev=-8.9450
C 1.954475 3.019271 1.702420 0.840 -0.280 -1.345
N 0.936662 3.523042 0.721882 -0.780 0.278 0.504
O 1.071573 4.623054 0.231365 0.280 -0.377 0.019
O -0.061232 2.822368 0.586754 0.601 0.213 -0.213
H 2.935471 3.412944 1.443322 -0.255 0.688 0.191
H 2.078043 1.961802 1.479782 -0.515 -0.162 0.624
H 1.605517 3.289351 2.689410 0.063 -0.255 0.096
C -1.896859 3.173329 4.297919 0.662 -0.130 0.063
N -1.361749 2.177954 3.335025 -0.021 0.460 -0.722
O -0.240986 1.744686 3.519509 0.225 -0.264 0.114
O -2.059740 1.914105 2.380191 0.018 -0.206 0.361
H -1.116039 3.365785 5.026294 -0.139 -0.238 0.200
H -2.770641 2.685267 4.719446 -0.198 0.539 0.055
H -2.042314 4.086274 3.726026 -0.608 -0.134 0.017
C -3.168046 -2.604309 -2.237220 -1.036 -1.068 0.722
N -3.505148 -1.467872 -3.113936 0.227 -0.509 -0.672
O -2.621014 -0.671540 -3.342235 0.110 0.422 0.144
O -4.611000 -1.448673 -3.614880 0.024 0.174 0.259
H -3.414685 -2.347807 -1.205964 0.450 0.397 -0.150
H -2.150828 -2.955899 -2.361924 0.147 0.489 -0.083
H -3.867926 -3.411846 -2.446868 0.083 0.078 -0.423
C 1.520850 -0.936798 -5.384907 0.863 0.876 -0.271
N 0.463842 -1.786732 -4.823924 0.069 -0.796 -0.785
O -0.086092 -2.532948 -5.609932 -0.270 -0.013 0.064
O 0.264720 -1.760055 -3.637073 -0.078 0.347 0.544
H 1.635507 -1.073783 -6.454555 -0.361 -0.312 0.039
H 2.464318 -1.190679 -4.904890 -0.159 -0.083 0.231
H 1.294996 0.110203 -5.202151 -0.177 -0.046 0.246
C 3.564894 1.579863 -3.107366 1.696 -1.142 -0.256
N 4.375988 2.772448 -3.451939 -1.513 2.028 0.407
O 4.673643 3.494180 -2.511646 0.515 -0.537 -0.174
O 4.513820 3.090826 -4.615148 0.325 -0.750 -0.037
H 4.249072 0.758022 -3.347182 -0.235 -0.168 -0.025
H 2.703259 1.481889 -3.750805 -0.232 0.385 0.156
H 3.440185 1.566667 -2.034972 -0.534 0.208 -0.034
F -6.696773 2.445449 0.672824 -0.017 0.065 0.074
C -6.011850 2.282455 -0.481743 -0.317 0.371 -0.046
C -4.634986 2.191336 -0.427362 0.017 -0.455 -0.376
C -3.961891 1.949141 -1.617608 0.119 0.126 0.147
C -4.625649 1.866882 -2.843694 0.448 0.346 0.385
C -5.989191 2.050385 -2.866946 -1.065 0.005 0.910
C -6.715119 2.266130 -1.669231 0.856 -0.259 -0.911
H -4.094114 2.251654 0.506632 -0.108 -0.011 0.079
H -2.887404 1.837678 -1.550073 0.045 0.010 -0.241
H -4.047271 1.742608 -3.747470 -0.109 -0.231 -0.041
H -6.576481 1.983610 -3.772433 0.225 0.093 -0.190
H -7.781305 2.424738 -1.723902 -0.061 -0.093 0.270
Br -0.688531 -2.827323 3.661503 -0.023 0.033 0.303
C -0.962091 -1.156715 4.607366 -0.088 0.781 0.471
C -1.536360 -1.402312 5.997627 0.362 -0.291 -0.758
Br -1.774869 0.292358 6.942437 -0.161 -0.249 -0.277
H -1.580982 -0.529012 3.969988 -0.275 -0.251 0.039
H -0.027360 -0.620994 4.726798 0.251 -0.308 -0.254
H -0.800087 -1.945430 6.582077 -0.194 -0.128 0.111
H -2.463142 -1.961276 5.907844 -0.162 0.232 0.446
Br 6.808386 -2.005338 -1.833362 -0.698 0.142 0.147
C 4.896314 -2.475724 -1.801417 -0.313 -0.314 0.869
C 4.657464 -3.363449 -2.970166 -0.202 -0.480 -0.596
Br 2.738046 -3.904105 -3.071797 0.923 0.351 0.001
H 4.216985 -1.627323 -1.749321 0.542 0.383 -0.406
H 4.681138 -3.018829 -0.880539 0.417 -0.009 0.038
H 5.233720 -4.280385 -2.880246 -0.162 -0.064 0.017
H 4.963275 -2.880803 -3.896637 -0.426 -0.042 -0.106
Br 4.053153 -4.407948 5.634129 -0.424 0.170 -0.211
C 2.811770 -3.130653 4.813289 0.249 0.292 -0.090
C 3.618040 -2.085899 4.077382 0.016 -0.118 -0.183
Br 2.366288 -0.669856 3.581368 0.480 0.224 0.026
H 2.207204 -2.661057 5.584326 0.193 -0.195 0.255
H 2.134814 -3.620782 4.123572 0.117 -0.387 0.092
H 4.032066 -2.456624 3.143433 -0.052 -0.075 0.033
H 4.431336 -1.675084 4.668104 -0.218 0.213 0.102
Br 2.084722 -0.471760 -0.425983 0.085 0.246 0.377
C 0.487972 -0.329664 0.701492 -0.397 0.002 -0.168
C -0.703950 -0.385227 -0.245313 0.724 -0.361 0.580
Br -2.188094 -1.020171 0.798072 -0.664 0.082 0.236
H 0.499355 0.584742 1.286220 0.151 0.111 -0.222
H 0.509700 -1.156188 1.404083 0.107 -0.227 -0.283
H -0.513778 -1.155494 -0.985323 -0.247 0.275 -0.324
H -0.943006 0.591869 -0.649829 -0.030 -0.115 -0.191

68
Properties=species:S:1:pos:R:3:forces:R:3 method="wB97M-V/def2-TZVPD" max_force_ev_per_a=2.8 homo_ev=-8.2252
C -3.399347 -1.537049 2.699374 0.541 0.256 -0.507
C -3.438039 -1.902813 1.192207 -0.421 0.027 0.763
C -2.510475 -3.065178 0.847669 -0.108 0.630 -0.014
C -1.038303 -2.689543 1.016875 -0.107 -1.167 0.351
O -0.366879 -2.377323 -0.216908 0.569 0.270 0.620
C 0.256949 -1.108287 -0.231341 -0.045 -1.530 -0.877
P 1.545900 -1.023091 1.146969 -0.027 2.266 1.627
C 3.157020 -0.717869 0.312867 -0.136 -1.199 0.066
O 1.779963 -2.540866 1.763641 -0.031 -0.042 -0.878
O -0.847316 -0.170783 -0.235588 -0.042 0.087 -0.725
S -1.565750 -0.413311 -1.703133 -1.361 -0.819 -1.725
O -1.826736 0.830048 -2.345466 1.012 0.493 0.532
O -2.705348 -1.268942 -1.690100 0.455 -0.297 0.863
O -0.384718 -1.256622 -2.438892 -0.543 1.163 1.254
C 0.821667 -0.935743 -1.641425 -0.991 -0.300 -1.154
C 1.278015 0.439720 -2.158142 1.506 0.173 1.052
C 1.488340 1.585417 -1.136705 -0.187 0.626 -0.631
C 0.395496 2.660811 -1.115041 0.083 -0.485 0.893
C 0.842331 3.839706 -0.259833 -0.426 0.273 -0.136
N -0.281085 4.761307 -0.014645 0.110 0.200 -0.269
H -4.375527 -1.237001 3.069263 -0.103 -0.235 0.133
H -2.965601 -2.343922 3.291702 -0.306 -0.099 0.189
H -2.756897 -0.665941 2.849370 0.077 -0.006 0.059
H -4.466975 -2.161210 0.940403 0.007 -0.080 -0.187
H -3.203358 -0.998965 0.648205 0.019 -0.093 -0.308
H -2.737852 -3.877302 1.541638 0.092 -0.116 -0.008
H -2.709665 -3.431268 -0.156901 0.171 0.020 -0.118
H -0.966078 -1.903269 1.771540 0.147 0.319 -0.261
H -0.516125 -3.552975 1.432719 0.111 0.018 -0.073
H 3.889535 -1.165286 0.986697 -0.045 -0.003 0.133
H 3.263675 -1.242205 -0.636179 0.157 0.320 -0.210
H 3.384829 0.337971 0.262796 -0.117 0.058 -0.273
H 1.436804 -2.497371 2.660018 -0.041 -0.174 0.085
H 1.495929 -1.764816 -1.836256 0.153 0.113 -0.192
H 2.242484 0.280539 -2.642815 -0.099 -0.050 0.034
H 0.635012 0.824507 -2.941162 -0.349 -0.362 0.002
H 2.406793 2.099839 -1.432217 0.165 -0.136 0.071
H 1.638997 1.267346 -0.106026 -0.132 -0.148 -0.026
H 0.073371 2.957932 -2.112372 0.188 0.115 -0.111
H -0.482323 2.244555 -0.619018 -0.128 -0.015 -0.118
H 1.208215 3.489693 0.706770 0.145 -0.224 -0.059
H 1.663732 4.364729 -0.755469 0.015 0.079 -0.004
H -0.409220 4.883081 0.981062 0.122 0.056 -0.131
H -1.132021 4.320363 -0.339607 -0.072 0.061 -0.059
C -2.988177 3.186558 3.184563 0.059 -0.068 -0.064
C -1.573498 3.326473 2.858554 -0.357 -0.061 0.187
N -0.462044 3.435461 2.606964 0.264 -0.080 0.207
H -3.484934 4.153144 3.116724 0.032 0.019 -0.008
H -3.454719 2.489569 2.487685 0.096 0.078 0.075
H -3.090228 2.803173 4.198462 -0.010 -0.002 0.010
C 5.324139 -4.172027 -0.150315 0.002 0.026 -0.130
C 5.285528 -3.523564 -1.460511 -0.005 -0.176 0.477
N 5.253871 -3.002372 -2.478822 -0.013 0.205 -0.371
H 5.101499 -3.444678 0.627459 -0.022 0.006 0.005
H 4.586419 -4.970495 -0.110310 -0.018 0.003 0.001
H 6.313012 -4.590552 0.024266 0.010 -0.003 0.000
C -6.935909 1.837853 2.326527 0.066 -0.022 -0.027
C -5.682256 1.390616 1.727375 -0.407 0.031 0.070
N -4.700083 1.035974 1.257709 0.201 0.003 -0.123
H -6.993072 2.924040 2.294061 -0.015 0.007 -0.003
H -7.775644 1.420214 1.775340 -0.013 0.003 -0.003
H -6.988416 1.507101 3.361911 -0.012 -0.004 0.007
C 5.708719 -0.107057 -5.134580 -0.029 0.046 0.014
C 4.816902 0.629711 -4.245233 0.270 -0.235 -0.239
N 4.119353 1.210568 -3.548270 -0.109 0.233 0.200
H 6.543811 -0.510840 -4.566875 -0.015 -0.033 0.022
H 5.168987 -0.927212 -5.602495 -0.004 -0.024 0.023
H 6.087319 0.559734 -5.906735 0.001 0.005 -0.006